Entry 1:
Entry from the Open Molecules 2025 dataset: a structure of composition C38H21Br4IrN4O8S3 (ωB97M-V/def2-TZVPD).

Geometry as XYZ:
```
79
Properties=species:S:1:pos:R:3:forces:R:3
Ir 0.0902 -1.1576 0.0922 0.12 0.45 0.34
O -5.5374 -3.4481 1.0907 0.00 0.00 -0.01
C -4.3068 -2.9429 0.8279 -0.06 0.02 -0.01
C -3.2225 -3.1663 1.6735 0.02 -0.05 0.00
C -2.0198 -2.6111 1.3342 0.03 0.00 -0.08
N -1.8332 -1.8890 0.2103 -0.24 0.12 -0.06
C -2.8800 -1.6468 -0.6015 0.13 -0.06 0.23
C -4.1365 -2.1587 -0.2922 0.07 -0.03 -0.09
C -2.7566 -0.7556 -1.8519 0.02 -0.36 -0.10
O -3.2508 0.3743 -1.6684 0.09 0.21 0.01
O -2.2695 -1.3097 -2.8399 0.00 0.10 0.01
C -0.8354 -2.7351 2.2650 -0.01 -0.09 0.01
O -0.9341 -3.3400 3.3098 0.02 0.00 -0.01
O 0.2370 -2.1191 1.8534 -0.02 0.11 -0.04
H -5.5001 -3.9660 1.9019 0.00 0.00 0.00
H -3.2878 -3.7384 2.5902 0.01 0.01 0.00
H -4.9696 -1.9205 -0.9378 -0.01 -0.03 0.00
Br 2.1565 4.2994 -3.5482 0.00 0.00 0.00
C 2.1385 2.8134 -2.3840 -0.06 -0.02 -0.02
C 3.2534 2.4974 -1.6101 0.04 -0.03 0.04
Br 4.8194 3.5474 -1.7171 -0.01 0.00 0.00
C 3.2246 1.4003 -0.7498 0.06 0.02 0.00
Br 4.6826 0.9020 0.3337 -0.01 0.00 -0.01
C 2.0896 0.5995 -0.6640 0.04 -0.02 -0.01
O 1.9962 -0.4458 0.1340 -0.10 0.02 -0.07
C 0.9826 0.9092 -1.4711 -0.08 -0.10 -0.01
O -0.0719 0.0805 -1.3960 0.02 0.01 -0.06
C 0.9962 2.0154 -2.3057 -0.01 0.00 -0.03
Br -0.5591 2.3211 -3.3140 0.00 0.00 0.01
O 0.5216 -2.7983 -0.7999 -0.23 -0.27 -0.40
C 1.4741 -3.2073 -1.7648 0.07 -0.01 0.24
C 0.7584 -4.2641 -2.5908 0.04 0.02 0.01
C 1.0137 -4.6830 -3.8609 0.00 0.00 0.00
C 0.1801 -5.7654 -4.2581 0.01 0.00 0.01
C -0.6847 -6.1352 -3.2740 -0.02 0.00 -0.01
S -0.5070 -5.1707 -1.8736 -0.01 -0.01 0.03
C 1.9459 -2.1029 -2.6845 -0.02 0.05 -0.02
C 1.1701 -1.4051 -3.5643 -0.01 -0.01 0.06
C 1.9188 -0.4544 -4.3081 -0.04 0.00 -0.02
C 3.2432 -0.4624 -3.9839 -0.02 0.04 0.04
S 3.5912 -1.6072 -2.7654 -0.01 -0.05 -0.03
C 2.6415 -3.8534 -1.0333 0.10 0.06 -0.04
C 3.4509 -4.8651 -1.4596 0.00 -0.04 0.03
C 4.4719 -5.1803 -0.5247 -0.03 -0.06 0.01
C 4.4011 -4.4035 0.5930 0.03 0.07 -0.05
S 3.1287 -3.2690 0.5039 0.00 -0.14 0.08
H 1.7590 -4.2187 -4.4912 0.00 0.00 0.00
H 0.2106 -6.2273 -5.2347 0.00 0.00 0.00
H -1.4461 -6.8977 -3.3171 0.00 0.00 0.00
H 0.0975 -1.5487 -3.6358 0.00 0.03 -0.02
H 1.4852 0.2131 -5.0400 0.00 0.00 0.00
H 4.0274 0.1610 -4.3842 0.00 0.00 0.00
H 3.3049 -5.3702 -2.4038 0.01 -0.01 0.00
H 5.2075 -5.9589 -0.6690 0.00 0.00 0.00
H 5.0327 -4.4418 1.4662 0.01 0.02 -0.01
N -1.7871 5.2706 2.4271 0.02 0.02 0.00
C -1.8179 6.3318 3.3055 -0.01 -0.01 -0.01
C -2.2784 7.6391 3.1881 0.00 0.00 0.00
C -2.1547 8.4411 4.3054 0.00 0.00 0.00
C -1.5937 7.9579 5.4991 0.00 0.00 0.00
C -1.1377 6.6600 5.6062 0.00 0.00 0.00
C -1.2491 5.8357 4.4870 0.01 -0.01 0.00
N -0.8679 4.5154 4.3172 0.00 0.01 0.01
C -1.1970 4.2248 3.0904 -0.01 -0.01 -0.02
C -0.9724 2.9269 2.4423 -0.03 0.02 -0.02
C -1.7210 2.5259 1.3421 0.04 0.00 0.05
C -1.4395 1.3202 0.7328 0.05 -0.01 -0.04
N -0.4585 0.5289 1.1893 0.04 -0.01 -0.01
C 0.2552 0.8903 2.2629 0.00 0.00 0.01
C 0.0222 2.0805 2.9183 0.02 -0.03 0.02
H -2.0025 5.2954 1.4456 -0.01 -0.01 0.01
H -2.7119 8.0128 2.2698 0.00 0.00 0.00
H -2.4984 9.4663 4.2614 0.00 0.00 0.00
H -1.5182 8.6230 6.3494 0.00 0.00 0.00
H -0.7028 6.2818 6.5215 0.00 0.00 0.00
H -2.5288 3.1255 0.9451 -0.01 -0.01 -0.01
H -1.9821 0.9880 -0.1511 -0.06 0.04 0.04
H 1.0318 0.2006 2.5644 0.00 0.00 0.00
H 0.6165 2.3649 3.7740 0.00 0.00 0.00
```
Forces are in eV/Å.

Computed properties:
<S²>   0.756
Lowest unoccupied orbital energy (spin up / spin down)   1.3 / 0.4 eV
Charge   -1
2S+1   2
E_HOMO (spin up / spin down)   -0.200 / -0.198 Ha

---

Entry 2:
Entry from the Open Molecules 2025 dataset: a cluster of 3 separate species, C38H21NO6 in total (ωB97M-V/def2-TZVPD).

Geometry as XYZ:
```
66
Properties=species:S:1:pos:R:3:forces:R:3
C -5.1197 2.2899 6.5843 2.00 -6.99 -0.76
C -4.7104 1.0276 6.6284 -2.67 5.90 0.22
N -4.4526 -0.4524 6.6651 -0.35 2.39 0.34
C -5.3357 -0.9043 5.5438 -2.70 -1.52 -3.25
O -6.3152 -1.7057 5.5108 4.82 3.88 1.04
C -4.7024 -0.1524 4.2690 2.25 1.03 -1.84
C -5.3135 0.3109 2.8964 4.52 0.55 1.26
C -4.2992 1.0389 1.8887 0.92 -1.43 3.43
C -2.7549 1.2249 2.2618 -2.18 -1.43 2.20
C -2.1679 0.7427 3.6535 -4.05 -0.86 -0.61
C -3.1801 0.0678 4.6610 -1.01 0.54 -3.18
C -3.0203 -0.5165 6.1606 3.31 -0.30 0.04
O -2.0125 -0.9121 6.8245 -5.27 2.02 -3.34
H -5.4664 3.2976 6.1392 0.95 -2.25 1.24
H -6.4261 0.1485 2.6774 2.00 0.32 0.28
H -4.7242 1.4233 0.8810 1.01 -0.74 1.97
H -2.0546 1.7336 1.4825 -1.45 -1.07 1.67
H -1.0643 0.8537 3.9641 -2.03 -0.10 -0.76
C 1.5387 -2.0668 5.3744 -0.01 -0.02 0.12
C 2.8697 -2.2563 5.7382 0.19 0.02 -0.30
C 3.8596 -2.2822 4.7591 -0.16 0.00 0.23
C 3.5145 -2.1294 3.4132 -0.22 -0.03 0.40
C 2.1764 -1.9646 3.0531 0.01 -0.02 0.39
C 1.1914 -1.9236 4.0419 -0.09 0.03 0.02
C 1.7910 -1.8514 1.6293 -0.98 0.10 -0.21
O 0.6209 -1.7034 1.3139 0.35 0.04 0.07
C 2.8439 -1.9286 0.5931 0.19 -0.03 -0.41
C 2.4892 -1.8810 -0.7571 0.17 0.00 -0.24
C 3.4744 -1.9396 -1.7394 -0.11 0.01 0.22
C 4.8165 -2.0365 -1.3767 -0.04 0.00 0.26
C 5.1734 -2.0899 -0.0325 -0.03 0.00 -0.26
C 4.1859 -2.0457 0.9549 0.06 0.02 -0.45
C 4.5728 -2.1390 2.3799 1.07 -0.10 0.33
O 5.7477 -2.2283 2.6985 -0.42 0.03 -0.13
H 0.7649 -2.0382 6.1361 0.08 0.02 -0.10
H 3.1367 -2.3810 6.7834 -0.03 0.02 -0.14
H 4.8976 -2.4247 5.0464 -0.13 0.05 -0.22
H 0.1471 -1.7833 3.7772 0.20 -0.05 -0.16
H 1.4450 -1.8023 -1.0477 0.11 -0.02 0.22
H 3.1958 -1.9075 -2.7891 0.03 0.00 0.11
H 5.5853 -2.0749 -2.1429 -0.10 0.00 0.11
H 6.2210 -2.1703 0.2433 -0.23 0.00 0.13
C 0.5276 1.3052 -1.6002 0.04 -0.04 -0.19
C -0.4309 2.3169 -1.5994 -0.04 -0.04 -0.30
C -0.9910 2.7473 -2.7986 0.05 -0.03 0.29
C -0.5841 2.1742 -4.0052 0.11 -0.03 0.42
C 0.3929 1.1789 -4.0077 -0.04 0.07 0.43
C 0.9403 0.7368 -2.8014 -0.07 0.10 0.23
C 0.8687 0.5982 -5.2829 0.73 -0.75 0.00
O 1.7212 -0.2755 -5.2853 -0.26 0.26 0.02
C 0.3022 1.0983 -6.5545 -0.04 0.05 -0.46
C 0.7825 0.6009 -7.7683 -0.06 0.04 -0.27
C 0.2457 1.0563 -8.9695 0.03 -0.02 0.27
C -0.7778 2.0020 -8.9626 -0.01 0.02 0.25
C -1.2550 2.5039 -7.7556 0.06 -0.05 -0.24
C -0.7084 2.0595 -6.5492 0.03 -0.06 -0.44
C -1.1978 2.6254 -5.2732 -0.82 0.78 0.00
O -2.0912 3.4571 -5.2663 0.32 -0.30 0.00
H 0.9578 0.9630 -0.6632 -0.05 -0.01 -0.12
H -0.7435 2.7692 -0.6628 0.04 -0.03 -0.13
H -1.7416 3.5327 -2.7907 0.11 -0.16 -0.18
H 1.6916 -0.0471 -2.7954 -0.13 0.18 -0.17
H 1.5780 -0.1389 -7.7815 -0.15 0.12 0.18
H 0.6243 0.6720 -9.9121 -0.04 0.04 0.14
H -1.2012 2.3517 -9.8996 0.05 -0.04 0.13
H -2.0497 3.2446 -7.7574 0.15 -0.12 0.18
```
Forces are in eV/Å.

Computed properties:
Lowest unoccupied orbital energy   -1.3 eV
Charge   0
E_HOMO   -0.346 Ha
SMILES   O=C1c2ccccc2C(=O)c2ccccc21.O=C1c2ccccc2C(=O)c2ccccc21.C#CN1C(=O)c2ccccc2C1=O

---

Entry 3:
Entry from the Open Molecules 2025 dataset: a structure of composition C38H25Br2Cl5CsN6O3 (ωB97M-V/def2-TZVPD).

Geometry as XYZ:
```
80
Properties=species:S:1:pos:R:3:forces:R:3
Cs 0.5223 -0.2203 0.0287 -1.03 1.35 -1.48
O -3.0121 5.4426 5.0282 0.01 -0.02 0.01
C -3.7306 4.9095 3.9271 -0.02 0.02 -0.01
C -2.8988 3.8710 3.2283 0.03 0.00 -0.01
C -3.5011 2.9394 2.3935 -0.01 0.00 -0.02
C -2.6971 2.0408 1.7126 -0.03 -0.01 -0.04
N -1.3760 2.0078 1.8219 -0.01 -0.01 0.09
C -0.7957 2.8855 2.6390 0.05 0.07 0.02
C -1.5199 3.8390 3.3533 0.01 -0.05 -0.03
C 0.6959 2.8135 2.7265 -0.06 -0.02 0.05
C 1.4042 3.3290 3.8103 -0.01 -0.05 -0.05
C 2.7858 3.2092 3.8289 0.02 0.01 0.02
C 3.5955 3.7651 4.9708 -0.01 -0.01 0.03
O 4.4894 4.7909 4.5529 0.00 0.00 0.00
C 3.4073 2.5811 2.7575 0.03 0.00 -0.01
C 2.6237 2.0980 1.7232 -0.04 0.01 0.08
N 1.2999 2.2128 1.7093 0.08 0.13 -0.03
H -3.5477 6.1260 5.4384 0.00 0.03 0.00
H -3.9735 5.7041 3.2101 -0.02 -0.03 0.01
H -4.6719 4.4549 4.2554 0.02 0.00 -0.01
H -4.5763 2.9115 2.2649 -0.01 0.01 0.01
H -3.1317 1.3117 1.0360 -0.01 0.00 0.01
H -1.0199 4.5563 3.9866 -0.02 0.01 0.01
H 0.8914 3.7911 4.6440 -0.01 0.00 0.01
H 4.2236 2.9854 5.4042 -0.02 0.01 0.00
H 2.9238 4.1308 5.7562 0.01 0.00 -0.03
H 4.0176 5.3639 3.9398 0.01 0.01 -0.01
H 4.4831 2.4681 2.7284 0.01 0.00 0.01
H 3.0588 1.5987 0.8641 0.04 0.02 -0.02
C -0.7252 5.4476 -2.5487 0.06 0.02 0.06
C -0.3493 4.7497 -1.4120 0.01 -0.01 -0.01
C -0.7583 3.4342 -1.2401 -0.03 0.04 -0.13
C -1.5563 2.8424 -2.2089 -0.01 -0.22 0.01
C -1.9298 3.5306 -3.3624 0.05 0.13 0.11
C -1.5085 4.8372 -3.5235 -0.04 -0.03 -0.05
N -1.9357 1.4852 -1.9459 0.05 0.30 -0.14
N -2.6116 0.9656 -2.8401 -0.12 -0.46 0.20
C -2.9465 -0.4078 -2.5417 0.01 0.42 -0.18
C -4.1525 -0.8789 -3.0493 0.12 -0.08 0.08
C -4.4962 -2.1900 -2.7689 0.07 -0.02 0.04
C -3.6140 -2.9684 -2.0312 0.00 0.00 0.00
C -2.4217 -2.3994 -1.6040 -0.02 -0.02 -0.03
N -2.0891 -1.1354 -1.8476 -0.08 -0.13 0.02
H -0.3868 6.4662 -2.6921 -0.01 0.01 0.01
H 0.2893 5.2107 -0.6715 0.01 0.01 -0.01
H -0.4454 2.8525 -0.3834 0.01 -0.01 0.06
H -2.5332 3.0387 -4.1105 -0.01 -0.02 0.00
H -1.7798 5.3845 -4.4177 0.00 0.00 0.00
H -4.7810 -0.2254 -3.6369 0.00 0.03 0.01
H -5.4317 -2.6010 -3.1261 0.00 -0.01 0.00
H -3.8312 -4.0007 -1.7934 -0.02 0.00 -0.01
H -1.7014 -2.9777 -1.0356 -0.02 -0.02 0.00
Cl 2.1133 -1.3514 -2.5362 0.24 0.16 -0.35
C 2.7185 0.3222 -2.8596 -0.19 -0.34 0.00
C 2.4917 1.3025 -1.9242 0.43 0.00 -0.13
C 3.0653 2.5062 -2.2550 0.02 0.29 0.11
Cl 2.9767 3.8549 -1.0754 -0.03 -0.10 -0.13
C 3.7589 2.7763 -3.4320 0.02 -0.06 -0.07
Cl 4.4369 4.3339 -3.7868 -0.03 0.01 0.04
C 3.9186 1.7430 -4.3542 -0.03 -0.01 0.06
Cl 4.7688 2.0136 -5.8346 0.01 0.01 -0.04
C 3.3995 0.4829 -4.0609 0.06 0.09 -0.06
Cl 3.6318 -0.8134 -5.1882 -0.01 0.00 0.00
Br 3.3017 -3.1451 3.6327 0.06 0.03 -0.02
C 1.4167 -3.3031 3.5350 -0.03 -0.08 0.12
C 0.7913 -4.2362 4.3600 0.03 -0.03 0.03
C -0.5673 -4.3958 4.3474 0.01 0.09 -0.08
Br -1.3562 -5.6900 5.5001 -0.01 -0.03 0.03
C -1.3691 -3.6100 3.4856 0.00 -0.10 0.10
C -2.7761 -3.7055 3.4076 0.02 -0.01 0.02
C -3.4661 -2.9070 2.5416 0.05 0.03 -0.03
C -2.7399 -2.0108 1.7374 -0.10 0.03 -0.02
N -1.4372 -1.8961 1.7787 -0.01 -0.08 0.12
C -0.7312 -2.6649 2.6412 0.00 -0.02 -0.01
C 0.7283 -2.4613 2.6420 -0.12 -0.10 0.07
O 1.2594 -1.6074 1.8915 0.63 -1.17 1.60
H 1.3992 -4.8401 5.0208 -0.01 0.00 0.00
H -3.2868 -4.4162 4.0435 -0.03 0.01 -0.01
H -4.5442 -2.9566 2.4638 -0.01 -0.01 0.00
H -3.2604 -1.3717 1.0277 0.00 0.00 0.00
```
Forces are in eV/Å.

Computed properties:
Lowest unoccupied orbital energy   1.5 eV
Charge   -1
E_HOMO   -0.166 Ha

---

How do the records compare in max |F|? In the order shown, they have 0.57; 7.31; 2.25 eV/Å.
How do the records compare in total energy? In the order shown, they have -377606.564; -53512.834; -258141.190 eV.
How do the records compare in relative energy (zero: lowest compared OMol25 entry of this formula, charge and spin)? In the order shown, they have 5.74; 172.78; 23.74 kcal per mole.